Entry 1:
{
  "formula": "C3H8N5",
  "method": "the ωB97M-V functional and the def2-TZVPD basis",
  "relative_energy_kcal_mol": 29.4,
  "e_homo_ev": -13.84,
  "total_charge": 1,
  "orbital_gap_ev": 8.9,
  "elements": ["C", "C", "C", "N", "N", "N", "N", "N", "H", "H", "H", "H", "H", "H", "H", "H"],
  "positions_angstrom": [[-1.296, 0.189, 0.744], [0.753, 0.643, -0.425], [-0.133, 0.961, 0.614], [-1.517, -0.823, -0.144], [0.447, -0.389, -1.263], [-2.220, 0.354, 1.680], [1.894, 1.274, -0.659], [-0.640, -1.013, -1.045], [2.009, -2.802, -0.526], [0.073, 1.773, 1.289], [-2.145, 1.076, 2.376], [-3.027, -0.249, 1.683], [2.179, 2.070, -0.113], [2.474, 0.975, -1.427], [-0.841, -1.784, -1.696], [1.989, -2.258, -1.087]],
  "nbo_charge": [0.393, 0.395, -0.319, -0.222, -0.222, -0.732, -0.732, 0.041, 0.016, 0.247, 0.424, 0.433, 0.424, 0.432, 0.441, -0.020]
}


Entry 2:
{
  "formula": "C3H8N5",
  "method": "the ωB97M-V functional and the def2-TZVPD basis",
  "relative_energy_kcal_mol": 117.2,
  "smiles": "CC(C)[n+]1nnn[nH]1",
  "e_homo_ev": -16.25,
  "total_charge": 1,
  "orbital_gap_ev": 10.3,
  "elements": ["C", "C", "C", "N", "N", "N", "N", "N", "H", "H", "H", "H", "H", "H", "H", "H"],
  "positions_angstrom": [[-0.304, 0.283, -1.606], [0.287, -0.447, -0.338], [-0.110, -1.891, -0.060], [0.037, 0.367, 0.713], [-0.592, 0.163, 1.741], [-0.477, 1.142, 2.627], [0.292, 2.081, 2.102], [0.682, 1.705, 0.936], [-1.338, 0.695, -1.273], [-0.255, -0.387, -2.513], [0.271, 1.139, -2.046], [1.288, -0.592, -0.528], [-1.213, -1.886, -0.255], [0.042, -2.056, 0.904], [0.359, -2.688, -0.669], [1.032, 2.371, 0.265]],
  "nbo_charge": [-0.636, -0.120, -0.583, 0.121, 0.096, -0.024, 0.114, -0.159, 0.231, 0.272, 0.238, 0.261, 0.230, 0.223, 0.263, 0.473]
}


Entry 3:
{
  "formula": "C3H8NO",
  "method": "the ωB97M-V functional and the def2-TZVPD basis",
  "relative_energy_kcal_mol": 5.4,
  "smiles": "CCNC[O-]",
  "e_homo_ev": -2.43,
  "total_charge": -1,
  "orbital_gap_ev": 6.7,
  "elements": ["C", "C", "N", "C", "O", "H", "H", "H", "H", "H", "H", "H", "H"],
  "positions_angstrom": [[0.530, -1.629, -0.649], [-0.267, -0.351, -0.526], [-0.191, 0.164, 0.848], [-0.447, 1.700, 0.795], [0.318, 2.379, -0.006], [1.605, -1.412, -0.580], [0.464, -2.069, -1.650], [0.271, -2.332, 0.132], [-1.322, -0.582, -0.674], [0.136, 0.382, -1.229], [0.810, 0.124, 1.073], [-0.357, 1.934, 1.886], [-1.550, 1.691, 0.579]],
  "nbo_charge": [-0.608, -0.246, -0.697, 0.149, -0.929, 0.186, 0.183, 0.193, 0.159, 0.200, 0.313, 0.055, 0.043]
}


Entry 4:
{
  "formula": "C3H8NO",
  "method": "the ωB97M-V functional and the def2-TZVPD basis",
  "relative_energy_kcal_mol": 12.8,
  "smiles": "CNCC[O-]",
  "e_homo_ev": -2.48,
  "total_charge": -1,
  "orbital_gap_ev": 7.0,
  "elements": ["C", "N", "C", "C", "O", "H", "H", "H", "H", "H", "H", "H", "H"],
  "positions_angstrom": [[-0.800, -0.496, 1.742], [-0.919, -0.469, 0.309], [0.298, -0.872, -0.415], [1.003, 0.449, -0.987], [0.263, 1.553, -0.797], [0.196, -0.271, 2.125], [-1.043, -1.476, 2.169], [-1.462, 0.248, 2.182], [-0.979, 0.519, 0.028], [0.012, -1.535, -1.234], [0.964, -1.396, 0.271], [1.221, 0.208, -2.067], [2.021, 0.480, -0.502]],
  "nbo_charge": [-0.397, -0.685, -0.261, -0.022, -0.943, 0.148, 0.150, 0.177, 0.406, 0.153, 0.146, 0.067, 0.061]
}


Entry 5:
{
  "formula": "C3H8NO",
  "method": "the ωB97M-V functional and the def2-TZVPD basis",
  "relative_energy_kcal_mol": 119.4,
  "e_homo_ev": -2.12,
  "total_charge": -1,
  "orbital_gap_ev": 6.8,
  "elements": ["C", "N", "C", "C", "O", "H", "H", "H", "H", "H", "H", "H", "H"],
  "positions_angstrom": [[-0.552, 0.385, -0.258], [-0.613, 1.505, -1.329], [0.830, -0.427, -0.334], [0.394, -0.211, 1.030], [0.003, -1.193, 1.699], [-0.967, 1.404, 0.091], [-0.797, -1.075, -2.865], [-1.378, -0.294, -0.340], [0.267, 2.010, -1.190], [1.646, 0.202, -0.677], [0.794, -1.404, -0.784], [-0.163, -0.780, -3.091], [0.856, 0.566, 1.658]],
  "nbo_charge": [-0.423, -0.973, -0.455, 0.265, -0.794, 0.416, -0.009, 0.192, 0.282, 0.184, 0.208, 0.003, 0.103]
}


Entry 6:
{
  "formula": "C3H8NO",
  "method": "the ωB97M-V functional and the def2-TZVPD basis",
  "relative_energy_kcal_mol": 24.1,
  "e_homo_ev": -2.18,
  "total_charge": -1,
  "orbital_gap_ev": 6.6,
  "elements": ["C", "O", "H", "H", "H", "C", "C", "N", "H", "H", "H", "H", "H"],
  "positions_angstrom": [[-1.239, 1.122, -1.736], [-0.122, 0.317, -1.981], [-2.080, 0.642, -1.227], [-0.939, 2.043, -1.223], [-1.593, 1.388, -2.744], [1.796, -0.543, 1.722], [0.445, -0.752, 1.610], [-0.303, -0.689, 0.502], [2.293, -0.246, 0.784], [2.466, -0.276, 2.533], [0.014, -1.256, 2.517], [-0.856, -1.533, 0.407], [0.118, -0.217, -1.163]],
  "nbo_charge": [-0.227, -0.812, 0.159, 0.144, 0.138, -0.698, 0.055, -0.998, 0.158, 0.168, 0.091, 0.312, 0.512]
}


Entry 7:
{
  "formula": "C3H8NO",
  "method": "the ωB97M-V functional and the def2-TZVPD basis",
  "relative_energy_kcal_mol": 15.9,
  "e_homo_ev": -2.09,
  "total_charge": -1,
  "orbital_gap_ev": 6.5,
  "elements": ["C", "O", "H", "H", "H", "C", "C", "N", "H", "H", "H", "H", "H"],
  "positions_angstrom": [[2.197, 0.385, -1.204], [1.691, 0.004, 0.036], [1.700, -0.147, -2.033], [3.259, 0.131, -1.251], [2.026, 1.452, -1.386], [-1.609, 0.535, 1.530], [-1.804, -0.276, 0.428], [-0.887, -0.704, -0.450], [-0.612, 0.864, 1.785], [-2.535, 0.783, 2.037], [-2.843, -0.649, 0.338], [-1.012, -1.691, -0.660], [0.739, -0.352, -0.034]],
  "nbo_charge": [-0.231, -0.816, 0.153, 0.138, 0.137, -0.705, 0.055, -1.001, 0.189, 0.165, 0.098, 0.312, 0.508]
}


Entry 8:
{
  "formula": "C3H8NO",
  "method": "the ωB97M-V functional and the def2-TZVPD basis",
  "relative_energy_kcal_mol": 37.0,
  "e_homo_ev": -15.35,
  "total_charge": 1,
  "orbital_gap_ev": 10.3,
  "elements": ["C", "C", "C", "N", "O", "H", "H", "H", "H", "H", "H", "H", "H"],
  "positions_angstrom": [[-1.148, 1.482, -0.721], [-0.504, 0.373, -0.746], [-0.151, -0.414, 0.450], [-0.288, 0.012, 1.681], [1.762, -0.982, -0.560], [-1.213, 2.070, -1.628], [-1.791, 1.795, 0.137], [-0.077, -0.123, -1.607], [-0.001, -1.480, 0.341], [2.746, -1.327, -0.697], [-0.449, 0.933, 1.894], [-0.263, -0.554, 2.590], [1.377, -1.785, -1.133]],
  "nbo_charge": [-0.231, -0.312, 0.326, -0.637, -0.951, 0.242, 0.215, 0.248, 0.235, 0.522, 0.410, 0.451, 0.482]
}